Computed, not measured: a molecular structure, C44H28BrCl4N4O4S3Tl, with the ωB97M-V functional and the def2-TZVPD basis.

```
89
Properties=species:S:1:pos:R:3:forces:R:3
Tl -0.8230 -0.3286 -0.2142 0.29 0.32 -0.14
Br 4.6415 5.1090 1.8476 -0.02 -0.01 0.01
C 3.0901 4.1815 1.2560 0.01 0.02 0.02
C 1.8263 4.5658 1.7369 -0.03 -0.04 -0.01
C 0.7022 3.9225 1.3024 0.05 0.06 0.03
C 0.7424 2.8462 0.3521 -0.01 -0.07 0.14
O -0.3244 2.2905 -0.0386 -0.12 -0.13 -0.12
C 2.0528 2.4714 -0.1014 0.06 -0.02 -0.06
C 2.2742 1.4807 -1.1109 0.00 0.10 0.07
N 1.3961 0.7215 -1.6704 -0.08 -0.22 -0.17
C 1.7955 0.0473 -2.8285 0.09 0.13 0.03
C 2.5216 0.6837 -3.8123 0.07 -0.02 -0.02
C 2.8897 0.0308 -5.0081 -0.02 0.00 0.04
C 2.5250 -1.2638 -5.2298 0.01 0.00 0.03
C 1.7680 -1.9525 -4.2508 -0.02 -0.03 -0.05
C 1.3728 -3.2991 -4.4189 0.03 0.00 -0.02
C 0.6535 -3.9183 -3.4427 0.00 0.00 0.03
C 0.3283 -3.1821 -2.2845 0.03 -0.01 0.06
N 0.6831 -1.9418 -2.0887 -0.07 0.02 -0.03
C 1.3926 -1.3057 -3.0537 -0.03 -0.07 0.01
C 3.1948 3.1602 0.3586 -0.01 -0.01 0.03
H 1.7506 5.3741 2.4529 0.01 0.01 0.01
H -0.2726 4.2122 1.6759 -0.01 0.01 -0.02
H 3.3220 1.4009 -1.4395 -0.03 0.03 -0.04
H 2.7871 1.7242 -3.6716 -0.01 0.01 -0.01
H 3.4567 0.5751 -5.7527 0.02 0.00 0.00
H 2.8085 -1.7817 -6.1378 -0.02 0.00 -0.02
H 1.6550 -3.8214 -5.3255 0.00 0.00 0.00
H 0.3326 -4.9463 -3.5386 0.01 -0.01 0.01
H -0.2399 -3.6514 -1.4859 -0.03 -0.01 -0.01
H 4.1691 2.8737 -0.0212 0.00 -0.02 0.00
Cl -6.7125 4.1297 3.3057 -0.04 0.00 -0.02
C -5.2602 3.3342 2.8887 0.11 0.01 0.11
C -4.1561 3.3617 3.8853 -0.10 -0.02 -0.13
Cl -4.4555 4.1351 5.3794 0.04 0.00 0.02
C -2.9650 2.7994 3.6301 0.02 -0.04 0.00
Cl -1.6654 2.8156 4.7325 0.00 0.01 -0.02
C -2.7327 2.0641 2.3614 0.09 0.13 0.04
O -1.7047 1.4992 2.1200 -0.17 -0.16 0.15
C -3.8808 2.0269 1.3336 -0.06 -0.08 -0.13
O -3.7306 1.4427 0.2939 0.00 0.10 0.16
C -5.1361 2.7214 1.7001 0.01 -0.02 -0.08
Cl -6.3841 2.6865 0.5337 0.02 0.00 0.03
S -3.4143 -0.5425 5.4591 -0.02 -0.02 -0.01
C -4.0199 -0.6736 7.0519 0.01 0.00 -0.04
C -3.2916 -1.5502 7.7933 0.03 -0.01 -0.03
C -2.2201 -2.1235 7.0563 -0.03 -0.01 0.06
C -2.1527 -1.6770 5.7686 0.03 0.02 -0.07
C -1.1839 -2.0400 4.7260 -0.06 -0.02 0.04
C -0.9213 -1.1573 3.6582 -0.04 0.00 0.01
N -0.0607 -1.3910 2.7008 0.03 0.12 0.17
C 0.6329 -2.5424 2.7380 0.06 0.05 -0.17
C 0.4137 -3.5254 3.7129 -0.02 -0.07 0.01
C 1.1005 -4.7860 3.6158 -0.03 0.05 0.03
C 1.9401 -5.0382 2.5916 0.01 0.03 -0.06
C 2.2199 -4.0346 1.5995 0.01 -0.01 0.03
C 3.0810 -4.2573 0.5130 0.01 -0.05 0.01
C 3.3506 -3.2398 -0.3714 0.03 0.00 -0.06
C 2.7833 -1.9779 -0.0867 -0.02 -0.02 0.02
N 1.9362 -1.7510 0.8823 0.00 -0.01 -0.02
C 1.6209 -2.7719 1.7029 -0.03 0.04 0.03
C 4.1304 -3.4217 -1.6030 -0.04 -0.02 0.06
C 4.5883 -2.4651 -2.4649 0.07 0.02 -0.02
C 5.2492 -3.0053 -3.6001 -0.03 0.00 0.04
C 5.2759 -4.3644 -3.5863 -0.01 -0.02 0.01
S 4.5019 -4.9966 -2.1992 -0.01 0.00 0.00
C -0.5157 -3.2428 4.7257 0.04 -0.05 0.00
H -4.8791 -0.0966 7.3507 -0.01 0.00 0.03
H -3.5021 -1.7752 8.8279 0.00 0.00 0.01
H -1.5122 -2.8249 7.4742 0.01 0.00 0.00
H -1.4524 -0.2127 3.6005 0.06 0.00 0.02
H 0.9120 -5.5361 4.3740 -0.01 -0.01 0.00
H 2.4321 -5.9993 2.5051 0.01 -0.01 0.00
H 3.5176 -5.2411 0.3767 0.01 0.00 0.02
H 3.0202 -1.1301 -0.7165 -0.02 0.00 -0.02
H 4.4616 -1.4039 -2.3056 -0.01 0.01 -0.01
H 5.6753 -2.4050 -4.3899 0.01 0.01 0.00
H 5.7096 -5.0323 -4.3119 0.01 0.00 -0.02
H -0.7112 -3.9862 5.4900 -0.02 0.00 0.00
C -1.9624 2.3635 -2.6525 -0.02 -0.04 -0.05
S -2.1081 0.9436 -3.7328 0.03 -0.05 0.07
C -0.8721 1.4450 -4.9308 0.00 0.06 -0.02
O -1.5006 -0.2033 -2.9823 -0.13 -0.02 0.03
H -2.2314 3.2659 -3.2013 -0.01 0.02 -0.01
H -0.9456 2.4049 -2.2597 -0.02 0.01 0.02
H -2.6516 2.2063 -1.8244 -0.01 0.02 -0.01
H -1.2824 2.2485 -5.5423 0.03 0.02 -0.01
H -0.6592 0.5757 -5.5506 -0.01 -0.01 -0.01
H 0.0311 1.7624 -4.4116 0.00 -0.02 0.00
```
Forces are in eV/Å.

The net charge is 0. The value obtained for the calculated total energy is -217564.2695 eV. As for the LUMO energy: -2.20 eV.


Computed, not measured: a molecular structure, C16H32O2P2Tc at a distorted geometry, with the ωB97M-V functional and the def2-TZVPD basis.

```
53
Properties=species:S:1:pos:R:3:forces:R:3
P 0.3974 -2.1621 1.8435 0.61 -0.08 0.05
P -0.0111 2.0283 1.8415 0.63 -0.03 -1.72
C 0.5105 -0.7961 0.3665 1.93 -0.73 0.12
C 0.8565 0.6945 0.4888 2.22 0.31 -0.93
H -0.4697 -1.0453 -0.2336 1.30 0.33 -0.08
H 1.3171 -1.3281 -0.1226 -0.52 -0.03 -0.31
H 1.8534 0.7092 0.9271 0.03 0.27 0.30
H 0.8595 1.2133 -0.4739 0.28 -0.42 0.17
C -1.1782 2.9940 0.7870 -0.43 0.26 0.00
H -1.6052 3.8004 1.4029 0.20 -0.07 -0.21
H -2.0454 2.4035 0.4144 0.45 0.29 0.28
H -0.6359 3.4141 -0.0896 -0.36 -0.22 0.69
C 1.3942 3.1883 1.9201 0.28 -0.28 0.09
H 1.2351 3.9695 1.1557 0.09 -0.33 0.42
H 2.3463 2.6785 1.7277 -0.22 0.17 0.10
H 1.4273 3.6200 2.9257 -0.04 0.03 -0.18
C -0.6126 -3.5336 1.3319 -0.42 -0.08 -0.33
H -0.4688 -4.3621 2.0316 0.09 0.04 -0.12
H -0.3152 -3.8291 0.3270 -0.01 -0.19 -0.05
H -1.6721 -3.2764 1.3159 0.00 0.00 0.08
C 2.0926 -2.6605 1.6092 0.42 -0.36 0.11
H 2.7565 -1.8017 1.7040 0.06 0.00 0.15
H 2.2212 -3.0765 0.6121 0.04 -0.12 -0.05
H 2.3551 -3.4152 2.3466 0.16 -0.06 0.03
Tc -1.0747 0.1110 1.0742 -5.72 0.63 4.17
C 0.2539 1.6664 -2.4631 -0.63 0.80 -0.09
C -1.0687 1.6157 -2.2366 0.43 0.75 -0.67
C -2.0359 0.8062 -3.0420 -0.57 -0.02 0.00
C -1.6371 -0.6582 -3.2835 -0.44 0.36 -0.09
C -0.8101 -1.2750 -2.2123 1.17 -0.84 -0.70
C 0.5419 -1.3132 -2.2703 -0.84 -1.31 -0.91
C 1.4243 -0.5317 -3.1788 0.33 -0.15 -0.08
C 0.9809 0.8935 -3.5204 0.36 0.32 -0.44
C 0.2372 -1.9366 3.6090 -0.99 1.18 0.39
H 0.8358 2.4846 -2.0097 -0.26 -0.45 0.10
H -1.5417 2.3691 -1.6008 0.34 -0.29 -0.20
H -2.1837 1.2472 -4.0460 -0.04 0.16 0.54
H -3.0059 0.8615 -2.5174 0.23 -0.15 -0.38
H -2.5658 -1.2351 -3.3371 0.19 -0.01 -0.27
H -1.1203 -0.7589 -4.2497 -0.19 -0.01 0.36
H -1.3737 -1.9106 -1.5190 0.29 -0.22 -0.15
H 1.1100 -2.1451 -1.8259 -0.50 0.45 0.43
H 1.5571 -1.0846 -4.1264 0.06 0.09 0.32
H 2.4216 -0.5129 -2.7028 -0.29 0.05 -0.26
H 1.9038 1.4483 -3.7248 -0.24 -0.07 -0.26
H 0.4002 0.8816 -4.4550 0.08 0.10 0.33
H 0.8883 -1.0944 3.8581 -0.07 -0.02 0.28
H 0.4977 -2.7923 4.2312 0.25 -0.25 -0.43
H -0.8074 -1.6652 3.8581 0.53 -0.02 -0.12
O -2.0103 0.4412 2.9976 0.61 0.82 -0.08
C -1.6142 1.2701 3.9055 0.72 0.25 -0.74
O -0.5286 1.9418 3.8695 -1.69 -0.53 0.44
H -2.2832 1.4486 4.7594 0.10 -0.31 -0.09
```
Forces are in eV/Å.

The net charge is +2. As for the multiplicity: 4. The value obtained for the calculated total energy is -41958.6304 eV. The expectation value of S² is 3.79. As for the LUMO energy (alpha / beta): -7.93 / -7.94 eV.


Computed, not measured: C4H6OS in the gas phase at a distorted geometry, with the ωB97M-V functional and the def2-TZVPD basis.

```
12
Properties=species:S:1:pos:R:3:forces:R:3
C 1.8554 -0.6542 0.1551 -0.60 -1.66 1.58
O 1.3855 0.1844 -0.8330 0.67 0.26 -3.00
C 1.0608 0.5740 0.4280 1.56 0.42 1.36
C -0.3891 0.5337 0.7017 1.18 -0.45 1.85
C -1.2509 0.9799 -0.3334 -1.19 1.91 -3.13
S -1.3143 -0.7933 -0.0445 -0.35 -0.66 -0.58
H 1.2449 -1.5996 0.2878 1.04 0.94 -0.35
H 2.9527 -0.7297 0.3126 -0.87 0.26 -0.12
H 1.6550 1.4330 0.8096 -0.72 -0.33 -0.16
H -0.5976 0.6400 1.7413 -0.48 0.49 0.57
H -0.7607 1.3842 -1.2935 -0.60 -1.08 1.48
H -2.2056 1.4890 -0.1899 0.36 -0.09 0.50
```
Forces are in eV/Å.

The net charge is 0. The value obtained for the calculated total energy is -17125.6175 eV. As for the LUMO energy: 0.97 eV.


Computed, not measured: C25H29N3O4S in the gas phase, with the ωB97M-V functional and the def2-TZVPD basis.

```
62
Properties=species:S:1:pos:R:3:forces:R:3
C -3.5037 -3.1912 -1.7656 -0.19 0.16 -0.08
C -4.1348 -1.8069 -1.6802 0.25 -0.03 0.20
C -3.3270 -0.8915 -0.7665 -0.36 0.18 -0.19
C -3.9314 0.5092 -0.6631 0.14 -0.23 -0.26
N -3.1366 1.3712 0.1970 -0.27 -0.06 -0.09
C -3.3955 1.3028 1.6187 -0.02 0.33 0.25
C -4.2344 2.4805 2.1130 0.10 -0.30 -0.01
C -2.1609 2.0933 -0.3901 -0.16 0.15 0.22
O -1.9569 2.0557 -1.5885 -0.02 0.00 -0.35
C -1.3317 3.0232 0.4937 0.55 -0.18 -0.19
S 0.3445 3.0882 -0.1968 -0.05 0.55 0.05
C 0.6399 1.3633 -0.2293 -0.44 -0.06 0.49
N -0.1140 0.6244 0.5049 0.04 0.41 0.20
C 0.0635 -0.7296 0.4575 0.36 -0.57 -0.38
C -0.6747 -1.5524 1.3155 0.11 -0.06 -0.03
C -0.5266 -2.9180 1.2504 -0.04 0.08 0.09
C 0.3536 -3.4988 0.3382 0.10 -0.10 -0.11
C 1.1009 -2.7028 -0.4988 0.01 0.07 -0.05
C 0.9675 -1.3150 -0.4440 -0.41 -0.13 0.32
C 1.8028 -0.4633 -1.2769 0.07 -0.02 -0.19
O 2.6133 -0.8539 -2.0899 -0.01 -0.12 -0.04
N 1.6214 0.9118 -1.0564 -0.14 -0.17 -0.20
C 2.5668 1.8272 -1.6501 0.30 0.14 -0.13
C 3.4884 2.4632 -0.5656 0.41 0.08 -0.37
C 4.9660 2.2482 -0.9187 -0.26 0.53 0.22
O 5.2606 0.8758 -1.0134 -0.05 -0.38 -0.04
C 4.6850 0.1098 -0.0352 -0.02 0.05 0.23
C 5.0664 -1.2208 0.0764 -0.04 0.21 -0.02
C 4.5041 -2.0260 1.0470 0.09 -0.05 -0.05
C 3.5683 -1.5087 1.9288 -0.08 0.06 0.10
C 3.1726 -0.1901 1.8193 0.10 0.12 -0.07
C 3.7150 0.6193 0.8306 0.15 0.00 -0.06
O 3.2488 1.9124 0.7108 0.13 -0.21 0.32
H -3.4651 -3.6549 -0.7821 0.03 -0.09 0.10
H -2.4873 -3.1208 -2.1461 0.13 -0.05 -0.04
H -4.0775 -3.8347 -2.4281 0.00 -0.14 -0.05
H -5.1565 -1.8929 -1.3015 -0.08 0.04 -0.05
H -4.1854 -1.3668 -2.6777 -0.08 0.05 -0.04
H -3.2618 -1.3390 0.2280 0.05 -0.02 0.05
H -2.3107 -0.7981 -1.1528 0.08 0.01 0.04
H -3.9552 0.9660 -1.6550 -0.11 -0.06 0.13
H -4.9497 0.4647 -0.2682 -0.01 0.02 0.00
H -2.4530 1.2467 2.1687 -0.05 -0.11 -0.02
H -3.9383 0.3736 1.8055 0.12 0.00 -0.01
H -3.7084 3.4204 1.9704 0.05 0.12 0.00
H -4.4540 2.3617 3.1708 -0.05 0.05 0.14
H -5.1735 2.5279 1.5668 -0.10 0.03 -0.05
H -1.7158 4.0412 0.4211 0.00 0.01 0.01
H -1.2582 2.7161 1.5317 -0.15 0.04 -0.03
H -1.3467 -1.0925 2.0230 -0.10 0.08 0.06
H -1.0981 -3.5505 1.9146 -0.06 -0.04 0.06
H 0.4524 -4.5728 0.2978 0.02 -0.09 -0.01
H 1.8056 -3.1194 -1.2021 0.07 -0.06 -0.06
H 2.0302 2.6114 -2.1892 0.06 -0.10 -0.02
H 3.1600 1.2318 -2.3519 -0.17 0.18 0.11
H 3.2729 3.5298 -0.4604 0.10 -0.12 -0.06
H 5.5820 2.7142 -0.1362 -0.07 -0.04 -0.13
H 5.2129 2.6886 -1.8863 -0.03 0.00 0.07
H 5.7964 -1.5996 -0.6199 0.10 -0.06 -0.11
H 4.7996 -3.0612 1.1181 0.04 -0.10 0.00
H 3.1322 -2.1354 2.6913 -0.05 -0.06 0.07
H 2.4298 0.2338 2.4770 -0.12 0.06 0.07
```
Forces are in eV/Å.

The net charge is 0. The value obtained for the calculated total energy is -49892.5776 eV. As for the LUMO energy: 0.52 eV.


Sequential relative energy (zero: lowest compared OMol25 entry of this formula, charge and spin) output: 103.6, 382.8, 242.4, 104.3 kJ/mol